20
Properties=species:S:1:pos:R:3:forces:R:3:lowdin_charge:R:1 method="wB97M-V/def2-TZVPD" e_above_lowest_kcal_mol=61.6 gap_ev=9.98 energy_ha=-1181.3773 homo_energy_ev=-9.39
C 0.00966 -0.61401 0.62231 -2.1 2.5 2.9 -0.39
C 0.27743 0.79930 -0.03230 0.2 0.4 -0.2 -0.37
C -1.20574 -1.16858 -0.08694 1.8 0.1 -1.0 -0.52
C -0.77421 0.87365 -1.15151 -0.2 -0.9 0.4 -0.45
C -0.23043 -0.44254 2.15556 -3.1 -1.3 0.2 -0.06
C 1.69984 1.25742 -0.51186 -1.9 -4.5 0.3 -0.01
O -1.39257 -1.32697 -2.77257 -0.5 0.0 -0.8 -0.35
O 0.91179 -1.31316 -2.02585 -0.2 0.4 0.8 -0.29
S -2.33521 0.18770 -0.45806 0.0 0.5 0.6 0.93
S -0.45426 -0.91665 -1.78029 -0.6 -0.3 -1.2 0.66
H 0.83740 -1.19705 0.57097 2.4 -2.2 -0.8 0.10
H 0.17441 1.45699 0.78854 -1.4 1.1 0.6 0.11
H -1.49934 -2.16116 0.25847 -0.4 0.3 -0.4 0.12
H -0.89400 1.77934 -1.79495 0.3 -1.0 0.4 0.12
H -1.10596 0.15433 2.45814 0.1 0.2 -0.9 0.08
H 0.53706 0.01864 2.62284 2.9 1.8 1.1 0.03
H -0.40524 -1.29310 2.87395 0.3 -0.3 -1.5 0.10
H 2.13261 0.30877 -0.85841 0.7 0.9 -0.4 0.08
H 2.15493 1.60601 0.33923 1.6 0.9 1.7 0.05
H 1.56182 1.99108 -1.21728 0.1 1.6 -1.8 0.05

=====

19
Properties=species:S:1:pos:R:3:forces:R:3:lowdin_charge:R:1 method="wB97M-V/def2-TZVPD" e_above_lowest_kcal_mol=118.7 gap_ev=9.85 energy_ha=-460.1612 homo_energy_ev=-9.72
C 1.03355 -0.67263 -1.92993 1.0 1.6 0.7 -0.12
C 0.32843 -1.03896 -0.59937 0.2 1.3 1.3 -0.49
C 1.22254 -0.78301 0.61715 5.5 2.1 -2.7 -0.11
C -1.08659 -0.20564 -0.51635 0.7 -0.9 -2.4 -0.08
C -1.42592 0.33514 0.83691 4.4 5.4 -4.6 -0.37
C -0.78653 1.83424 1.14691 2.5 0.5 -4.3 -0.47
H 0.11679 -0.64131 -2.66490 2.7 -0.5 0.3 0.09
H 2.18636 -1.32178 -2.12416 -4.1 2.0 0.2 0.17
H 1.32267 0.55925 -1.69176 -0.6 -3.5 -1.1 0.14
H -0.16609 -1.95274 -0.44941 0.6 -2.2 -0.6 0.09
H 0.62638 -0.86846 1.49460 0.4 0.0 1.2 0.03
H 2.35093 -1.42117 0.57637 -3.8 1.3 0.4 0.14
H 1.85922 0.42274 0.40932 -2.6 -3.4 1.1 0.17
H -0.69251 0.47701 -1.38591 -2.3 0.0 2.2 0.12
H -1.95077 -0.93680 -0.82082 1.7 1.5 0.3 0.15
H -1.82505 1.56777 2.76059 3.6 2.5 -1.6 0.26
O -2.03530 -0.08400 1.70635 -3.7 -3.1 4.4 0.15
O -0.97953 2.27825 2.33841 -4.2 -2.6 2.8 0.09
O -0.09856 2.45209 0.29601 -2.1 -2.0 2.4 0.04